1.
Computed, not measured: C9H13CuN3O3Se2 as an isolated structure, with ωB97M-V/def2-TZVPD.

## Properties
LUMO energy (Ha): 0.0901
Total charge: -1
Total energy (Ha): -7184.16494

Cartesian coordinates (Å):
Cu  -1.34454  -1.26298  0.30100
C  -1.87894  3.72032  -1.10500
Se  -1.58074  1.87652  -0.39640
C  -0.57964  1.26902  -1.97930
C  0.91126  1.27862  -1.75550
Se  1.53246  -0.26058  -0.68290
C  3.44436  0.08562  -1.06380
H  -2.38874  3.66142  -2.06450
H  -0.92174  4.22582  -1.21360
H  -2.49824  4.26172  -0.39530
H  -0.83854  1.96352  -2.78310
H  -0.93934  0.26492  -2.22730
H  1.22816  2.18752  -1.23530
H  1.43266  1.21532  -2.71580
H  3.72226  1.08672  -0.73540
H  3.63616  -0.03418  -2.12880
H  4.00566  -0.65608  -0.50070
O  -1.65614  -1.61108  -2.65640
C  -2.22354  -2.40718  -1.93310
O  -2.28454  -2.43848  -0.67080
H  -2.81044  -3.24048  -2.40170
N  -0.39664  -0.18688  3.86630
C  -0.23504  -0.85208  2.68250
O  -0.69284  -0.27078  1.64410
C  0.44846  -2.08048  2.70450
C  0.83456  -2.69408  1.51120
N  1.23676  -3.19528  0.55170
C  0.82896  -2.69528  3.89240
N  1.12716  -3.20958  4.88410
H  -1.01274  0.60522  3.87420
H  -0.10664  -0.60678  4.73260

Löwdin atomic charge list, values in e, 5 entries: 0.366 -0.413 0.918 -0.559 -0.566

---

2.
Computed, not measured: C9H13F2IOSSc as an isolated structure, with ωB97M-V/def2-TZVPD.

## Properties
LUMO energy (Ha): -0.1217
Total charge: +1
Total energy (Ha): -2082.16613

Cartesian coordinates (Å):
Sc  -0.30614  -0.35123  0.74919
C  1.75887  -0.11317  2.78389
C  0.64843  0.57177  3.26947
C  0.15153  1.67263  2.57583
C  0.75200  2.07525  1.38580
C  1.85917  1.38394  0.89630
C  2.36698  0.29527  1.59997
H  2.15808  -0.95502  3.33120
H  0.18988  0.26662  4.19942
H  -0.69168  2.22281  2.96627
H  0.37735  2.94076  0.85774
H  2.34430  1.71529  -0.01158
H  3.24189  -0.22523  1.23702
C  0.60818  -1.50594  -3.32221
S  -0.73211  -1.19350  -2.22180
C  -1.75215  -0.16457  -3.23860
O  -0.12860  -0.16986  -1.20761
H  0.21038  -2.09666  -4.14939
H  1.34317  -2.08760  -2.76721
H  1.01630  -0.55584  -3.66565
H  -2.14786  -0.78285  -4.04643
H  -1.15764  0.66373  -3.62346
H  -2.56699  0.18970  -2.60915
F  -2.53485  -1.15213  0.25239
C  -2.34293  -0.38767  1.40641
F  -2.00673  0.91601  0.73449
H  -3.27850  -0.23227  1.92059
I  0.61966  -2.94024  0.69710

Löwdin atomic charge list, values in e, 5 entries: 0.589 -0.108 -0.073 -0.095 -0.098

---

Results for frontier orbital gap: 7.53; 8.60 (in eV, following the order of the records).
Results for highest occupied orbital energy: -5.076; -11.910 (in eV, following the order of the records).